{
  "formula": "C16H15ClF2N2O3",
  "method": "the ωB97M-V functional and the def2-TZVPD basis",
  "e_homo_ev": -8.58,
  "lumo_ev": 0.53,
  "gap_ev": 9.11,
  "elements": ["C", "O", "C", "C", "C", "C", "C", "O", "C", "C", "N", "C", "O", "N", "C", "C", "C", "F", "C", "F", "C", "C", "Cl", "C", "H", "H", "H", "H", "H", "H", "H", "H", "H", "H", "H", "H", "H", "H", "H"],
  "coordinates": [[1.6177, 3.5821, 0.8826], [2.7472, 3.1025, 0.1920], [2.9698, 1.7634, 0.1567], [4.1182, 1.3497, -0.5251], [4.4197, 0.0092, -0.6114], [3.5968, -0.9517, -0.0415], [2.4525, -0.5467, 0.6302], [1.5605, -1.3839, 1.2437], [1.4705, -2.7281, 0.8255], [1.0721, -2.8448, -0.6653], [0.2193, -1.7450, -1.0577], [-1.0787, -1.7149, -0.6288], [-1.6805, -2.6930, -0.2549], [-1.6275, -0.4450, -0.7309], [-2.9064, -0.0412, -0.4090], [-3.9241, -0.9312, -0.0713], [-5.1870, -0.4626, 0.2350], [-6.1483, -1.3390, 0.5562], [-5.4673, 0.8982, 0.2092], [-6.6950, 1.3563, 0.5028], [-4.4703, 1.7992, -0.1214], [-3.2074, 1.3287, -0.4229], [-1.9678, 2.4728, -0.8259], [2.1389, 0.8109, 0.7258], [0.6870, 3.2287, 0.4269], [1.6649, 4.6670, 0.8054], [1.6391, 3.2926, 1.9376], [4.7525, 2.0995, -0.9682], [5.3125, -0.3040, -1.1310], [3.8650, -1.9935, -0.1103], [2.3969, -3.2807, 1.0200], [0.6738, -3.1404, 1.4483], [0.5202, -3.7737, -0.8147], [1.9487, -2.8321, -1.3142], [0.6987, -0.8640, -1.1783], [-1.0146, 0.3146, -1.0017], [-3.7191, -1.9889, -0.0414], [-4.6919, 2.8542, -0.1367], [1.2433, 1.0750, 1.2647]]
}

{
  "formula": "C8H11NO2",
  "method": "the ωB97M-V functional and the def2-TZVPD basis",
  "e_homo_ev": -6.39,
  "lumo_ev": 0.55,
  "gap_ev": 6.94,
  "elements": ["C", "C", "C", "C", "C", "C", "C", "C", "N", "O", "O", "H", "H", "H", "H", "H", "H", "H", "H", "H", "H", "H"],
  "coordinates": [[-0.7690, -0.5854, 2.0674], [-1.0041, 0.8566, 2.1584], [0.2396, -0.8888, 1.1534], [-0.5078, 1.6857, 1.2075], [-0.8548, -3.3334, -0.9477], [0.7276, -0.0734, 0.2276], [2.0009, -0.1768, -0.5771], [-1.4514, 0.6287, -0.7854], [-0.2219, 1.0604, -0.0855], [0.1871, -3.8357, -0.9096], [-1.8715, -2.8016, -1.0426], [-1.2709, -1.3635, 2.6470], [-1.5574, 1.2363, 2.9576], [0.7439, -1.7789, 1.4066], [-0.5096, 2.7922, 1.1667], [1.6337, -0.2867, -1.5584], [2.4396, -1.1577, -0.2352], [2.6566, 0.6448, -0.6150], [-1.9162, 0.0063, 0.0993], [-1.9787, 1.6490, -0.9490], [-1.2171, 0.1821, -1.6891], [0.3535, 1.6022, -0.6687]]
}

{
  "formula": "C4H14O3",
  "method": "the ωB97M-V functional and the def2-TZVPD basis",
  "e_homo_ev": [-13.39, -13.39],
  "charge": 1,
  "lumo_ev": [-5.19, -9.31],
  "s2": 0.754,
  "gap_ev": [8.20, 4.09],
  "spin_multiplicity": 2,
  "elements": ["C", "C", "C", "C", "H", "H", "H", "H", "H", "H", "H", "H", "H", "H", "O", "H", "H", "O", "H", "H", "O"],
  "coordinates": [[1.2810, -0.4717, 2.5317], [2.1988, -0.2982, 1.2214], [1.5827, 0.6980, 0.3470], [1.8332, 2.0380, 0.3969], [1.9271, -0.3617, 3.3936], [0.5188, 0.3021, 2.5219], [0.8219, -1.4710, 2.4826], [2.3316, -1.2769, 0.7830], [3.0751, 0.2069, 1.6158], [0.7416, 0.2249, -0.1770], [1.2544, 2.7811, -0.1437], [2.6685, 2.5231, 0.8919], [-2.2915, -3.0625, -3.5596], [-3.2309, -2.6787, -2.4858], [-2.6486, -2.2648, -3.1510], [-3.4103, -0.3599, 3.1781], [-3.5627, -1.0665, 4.5571], [-3.9311, -0.3862, 3.9865], [-0.4085, 2.3246, -5.6980], [-0.0117, 1.0331, -6.5114], [-0.7393, 1.5664, -6.1810]]
}

What are the energy relative to the best compared isomer or geometry (same formula, charge and spin) values for these records? In order: 0.0, 344.6, 183.4 kJ/mol.